[1]
28
Properties=species:S:1:pos:R:3:forces:R:3:nbo_charge:R:1 method="wB97M-V/def2-TZVPD" gap_ev=8.422 de_lowest_kj_mol=256.2 fmax_ha_per_bohr=0.089 lumo_energy_ev=0.68 smiles="CCC=[S@](C)(=O)C(C)(C)C"
C 3.90537 -0.12724 0.11413 2.163 -0.101 -0.081 -0.615
C 2.45246 -0.63263 0.20146 0.545 -0.405 0.948 -0.449
C 1.61134 0.43776 -0.42427 -2.000 -0.495 0.785 -0.696
S 0.00682 0.68656 0.17468 1.095 3.370 0.768 1.698
C -0.46876 2.20397 -0.77716 -2.710 -1.634 0.354 -0.801
O 0.00225 1.17803 1.57596 0.175 -1.082 -0.434 -0.980
C -1.55387 -0.36593 0.12481 1.799 -1.554 -0.976 -0.201
C -1.61098 -0.90265 -1.31630 -0.209 1.629 -0.074 -0.634
C -1.14925 -1.51604 1.04794 -4.477 -0.165 0.957 -0.632
C -2.74193 0.39902 0.66728 2.671 -0.836 3.145 -0.641
H 4.32049 -0.19786 -0.92675 -0.731 0.274 0.627 0.199
H 3.84127 0.92249 0.39322 0.276 0.163 -0.175 0.219
H 4.82805 -0.52589 0.71176 -2.227 -0.026 -0.467 0.212
H 2.13187 -0.76430 1.24116 0.279 0.080 0.047 0.214
H 2.32821 -1.60367 -0.27002 0.117 -0.243 -0.162 0.185
H 1.53078 0.30314 -1.47512 -0.096 0.312 -1.280 0.190
H 0.23652 2.39360 -1.54634 0.650 0.426 -0.397 0.247
H -1.49781 2.00625 -1.21101 1.162 0.240 0.171 0.213
H -0.66021 2.97302 -0.01087 0.790 -0.308 -0.349 0.261
H -1.59520 -0.00502 -1.98092 -0.606 -0.939 0.009 0.209
H -0.80452 -1.52990 -1.65646 0.791 -0.101 0.465 0.225
H -2.46881 -1.53843 -1.40664 -0.895 0.079 -0.377 0.223
H -1.13899 -1.23788 2.07191 0.683 0.791 0.942 0.237
H -0.34788 -2.10051 0.81125 2.475 -1.118 -0.963 0.220
H -2.02226 -2.24595 1.13298 0.753 0.672 -0.714 0.210
H -3.19689 -0.19725 1.46688 0.368 0.123 0.229 0.222
H -2.38466 1.32303 1.10744 0.058 0.054 0.466 0.243
H -3.55340 0.66425 0.15900 -2.896 0.791 -3.465 0.220

---

[2]
43
Properties=species:S:1:pos:R:3:forces:R:3:nbo_charge:R:1 method="wB97M-V/def2-TZVPD" gap_ev=2.994 de_lowest_kj_mol=0.0 charge=-4 fmax_ha_per_bohr=0.062 lumo_energy_ev=8.43
Al 0.54976 -0.65526 -0.25266 -0.823 -1.530 -0.463 0.841
P -2.82132 -2.10764 0.21387 2.019 -2.138 -1.280 2.447
O -1.69634 -2.52785 1.16415 -0.548 0.110 0.270 -1.160
O -3.13404 -3.27577 -0.79797 -0.375 0.491 0.399 -0.880
O -2.21614 -1.17375 -0.87896 0.065 0.640 -0.023 -0.921
O -4.03543 -1.58964 0.92690 -1.539 0.789 0.756 -1.273
P 0.68001 -3.29722 -2.46107 -0.718 -0.220 0.986 2.451
O -0.02765 -1.92365 -2.66701 0.936 0.848 -0.911 -1.079
O 1.00319 -3.27329 -0.93476 0.798 0.301 -0.038 -1.140
O 1.93080 -3.63364 -3.33311 -1.031 0.479 0.211 -1.284
O -0.55013 -4.23558 -2.65705 0.720 -0.455 -0.486 -0.996
C 2.52996 2.20224 3.44841 -1.211 -1.933 -0.897 -0.712
C 2.15540 2.67135 1.99878 -0.451 -1.106 -0.933 -0.022
O 2.02755 1.70773 1.04606 0.974 0.598 1.221 -0.888
H 2.77309 2.98818 4.16627 0.270 0.035 0.069 0.142
H 3.22494 1.36000 3.31866 0.839 0.679 0.173 0.201
H 1.68159 1.58018 3.77860 -0.253 0.555 0.358 0.201
H 2.95213 3.42542 1.78240 0.065 0.598 -0.286 0.027
H 1.15521 3.14870 2.05614 0.024 0.921 0.504 0.081
C 1.48017 0.97549 -3.50565 0.417 -1.242 -0.573 0.552
O 1.88091 0.84430 -2.38472 0.045 0.630 0.486 -0.561
N 1.98484 0.25913 -4.56583 -0.734 1.021 0.334 -0.447
C 1.45696 0.53096 -5.88930 1.093 -0.865 0.579 -0.393
C 2.95721 -0.77163 -4.34674 1.054 -0.639 -1.213 -0.415
H 0.65720 1.63794 -3.82069 -0.075 0.213 0.141 0.079
H 0.75066 -0.24275 -6.20233 -0.314 0.217 0.000 0.200
H 2.30043 0.48599 -6.59166 -0.041 0.173 -0.136 0.158
H 1.06184 1.54313 -5.88211 -0.387 -0.064 -0.227 0.183
H 2.67287 -1.72508 -4.79830 -0.481 -0.076 0.447 0.250
H 3.89519 -0.50458 -4.87179 0.096 0.281 -0.028 0.115
H 3.24470 -0.96659 -3.32001 -0.731 0.222 0.192 0.275
C -2.01927 -0.18053 2.69303 0.468 -2.421 0.320 0.511
O -0.90715 0.00173 2.26512 0.017 1.362 0.347 -0.588
N -2.57996 0.42727 3.78392 0.061 0.705 0.706 -0.468
C -3.96076 0.10752 4.11394 0.811 0.791 0.025 -0.398
C -1.95697 1.55912 4.46066 -1.419 -0.424 -0.408 -0.414
H -2.61210 -1.07471 2.42830 0.059 0.471 -0.651 0.211
H -4.61740 0.91218 3.76151 -0.270 -0.060 -0.154 0.154
H -4.07823 0.08640 5.20254 0.003 -0.275 0.159 0.141
H -4.23828 -0.83627 3.65314 -0.042 -0.005 -0.142 0.262
H -1.01512 1.84692 4.00499 0.053 -0.224 -0.161 0.256
H -2.69900 2.36587 4.36964 0.360 0.467 0.225 0.150
H -1.84132 1.32771 5.52468 0.200 0.082 0.100 0.153

---

[3]
34
Properties=species:S:1:pos:R:3:forces:R:3:nbo_charge:R:1 method="wB97M-V/def2-TZVPD" gap_ev=7.909 fmax_ha_per_bohr=0.088 lumo_energy_ev=-1.22 smiles=CCCCNB(F)P(O)I.C1CCOC1
C 4.37883 -1.30828 0.92546 0.420 0.365 0.054 -0.647
C 3.44450 -1.34102 -0.44323 0.983 -0.402 -0.878 -0.416
C 2.85938 -2.87147 -0.78058 1.231 0.403 0.631 -0.440
C 1.98314 -3.43959 0.48214 1.748 -0.673 0.873 -0.239
N 0.61777 -3.98414 0.12822 -1.726 1.816 0.916 -0.944
B -0.32502 -2.92486 -0.40996 1.850 -1.323 -3.917 0.866
F -0.60293 -2.98465 -1.89873 0.665 0.295 4.433 -0.519
P -1.22742 -1.56926 0.59516 -2.268 1.217 -1.179 0.550
O -1.97205 -0.52703 -0.63248 3.590 -0.515 1.092 -0.930
I 0.30700 -0.09035 1.81914 -0.053 -0.350 -0.467 -0.071
H 5.48328 -1.68142 0.66984 -2.525 0.646 0.537 0.217
H 4.51566 -0.20800 1.36257 -0.461 -2.328 -1.103 0.221
H 3.95355 -1.96461 1.79993 0.781 1.224 -1.775 0.210
H 4.19390 -1.08850 -1.33595 -1.717 -0.409 1.847 0.212
H 2.61269 -0.51807 -0.47024 1.479 -1.691 0.325 0.210
H 2.33072 -2.92918 -1.82334 0.704 0.234 2.158 0.239
H 3.84052 -3.54448 -0.87902 -2.228 1.365 0.200 0.216
H 1.92807 -2.65729 1.37321 0.145 -1.368 -2.047 0.187
H 2.60025 -4.36062 0.92631 -1.423 1.978 -0.921 0.210
H 0.16931 -4.29732 1.03928 0.886 0.280 -1.289 0.387
H -1.15460 -0.08212 -1.05230 -2.041 -0.856 0.456 0.484
C -3.26035 3.51949 0.93128 -0.381 0.279 0.455 -0.432
C -3.36930 2.39596 -0.06699 0.226 -0.570 -0.014 -0.433
C -3.36747 3.14102 -1.38400 -0.151 0.192 -0.342 -0.068
O -2.58702 4.32850 -1.18924 -0.091 -0.200 0.283 -0.538
C -2.34814 4.49158 0.21560 0.343 0.212 -0.160 -0.067
H -2.87156 3.20720 1.90380 -0.027 0.054 -0.099 0.217
H -4.24544 3.97571 1.08558 0.119 -0.017 0.045 0.200
H -2.48351 1.75334 -0.00007 -0.242 0.068 -0.002 0.207
H -4.25591 1.77142 0.06867 0.138 0.035 -0.054 0.221
H -4.37936 3.44902 -1.66787 -0.028 -0.099 -0.047 0.164
H -2.94099 2.54981 -2.19950 -0.003 0.145 0.020 0.181
H -1.29445 4.25891 0.40434 0.010 0.041 0.108 0.161
H -2.53308 5.53027 0.50300 0.048 -0.051 -0.142 0.183

---

[4]
35
Properties=species:S:1:pos:R:3:forces:R:3:nbo_charge:R:1 method="wB97M-V/def2-TZVPD" gap_ev=7.316 fmax_ha_per_bohr=0.057 lumo_energy_ev=0.35 smiles="CB(N=C(C)C)P(O)O.O=S1(=O)CCCC1"
C 2.85663 0.65279 1.74357 -0.264 -0.304 -0.323 -0.969
B 2.48585 -0.36466 0.59950 -0.460 -0.618 -1.726 0.357
N 3.39600 -1.17168 -0.09277 0.642 0.686 1.903 -0.680
C 4.59511 -1.43478 0.25682 -0.167 -0.013 -0.836 0.498
C 5.72932 -0.66859 -0.34104 -0.171 -0.157 -0.402 -0.694
C 4.89449 -2.48414 1.26927 -0.214 -0.030 0.294 -0.698
P 0.56439 -0.43701 0.19387 -1.357 1.088 2.382 1.036
O 0.15461 -2.01343 -0.13062 0.439 0.354 -1.039 -0.976
O 0.25026 0.46754 -1.17140 0.274 -0.934 -0.525 -0.982
H 3.91908 0.81935 1.88803 0.151 0.036 0.117 0.213
H 2.38474 0.31566 2.66522 0.072 0.010 0.239 0.252
H 2.36280 1.59700 1.51445 0.034 0.241 0.061 0.243
H 6.44270 -1.31538 -0.84586 0.231 -0.101 0.120 0.237
H 5.33271 0.03412 -1.06188 -0.004 0.157 -0.107 0.238
H 6.22861 -0.12199 0.45519 0.195 -0.024 0.125 0.239
H 5.05198 -3.44029 0.77588 0.142 -0.117 -0.081 0.251
H 4.03650 -2.59140 1.92520 -0.136 -0.089 0.065 0.235
H 5.76380 -2.24228 1.87205 0.246 0.003 -0.081 0.229
H 0.69536 -2.55307 0.45283 0.147 -0.319 -0.084 0.488
H 0.78129 1.26676 -1.13610 0.165 0.137 -0.149 0.491
O -4.16299 3.17843 0.44861 0.034 0.034 0.097 -0.950
S -4.16087 1.73899 0.53421 -0.014 -0.225 -0.125 2.170
O -3.84238 1.06766 1.76627 0.010 0.163 0.125 -0.938
C -5.73067 1.13208 -0.08207 -0.176 -0.051 -0.240 -0.674
C -5.50350 0.95047 -1.57894 0.103 0.011 -0.008 -0.406
C -4.11681 0.30710 -1.71734 -0.076 0.035 0.054 -0.400
C -3.15655 1.07998 -0.80399 -0.017 -0.223 -0.307 -0.678
H -6.51308 1.84769 0.15824 0.075 0.055 0.111 0.251
H -5.92875 0.18007 0.40889 0.037 0.003 0.047 0.237
H -6.28298 0.33689 -2.02844 -0.011 0.002 -0.006 0.221
H -5.51126 1.92274 -2.07612 -0.030 0.016 0.014 0.213
H -4.16585 -0.73610 -1.40020 -0.002 -0.003 0.020 0.210
H -3.76772 0.31884 -2.74837 0.027 -0.007 -0.003 0.224
H -2.38323 0.44050 -0.39154 0.094 0.098 0.176 0.268
H -2.69957 1.92016 -1.32142 -0.020 0.086 0.092 0.245

---

[5]
35
Properties=species:S:1:pos:R:3:forces:R:3:mulliken_charge:R:1 method="wB97M-V/def2-TZVPD" gap_ev="7.313 / 5.056" charge=+2 fmax_ha_per_bohr=0.051 lumo_energy_ev="-8.25 / -10.58" multiplicity=7
I 0.58916 -0.70436 3.01275 -0.099 0.477 -0.732 -0.156
I 0.00799 0.61143 -2.84584 -0.108 0.102 0.083 0.230
Eu 0.47935 0.41803 0.27174 -0.567 -0.935 -0.021 0.360
P -1.88675 1.51659 0.87471 -0.760 -0.726 -0.033 0.899
C -3.29322 0.45872 0.90297 -1.111 -0.034 0.402 -0.933
C -1.53439 2.24102 2.46834 -0.140 -0.083 -0.445 -1.074
H -2.34772 2.97028 2.48820 0.178 0.418 0.826 0.454
H -2.73581 3.43704 0.09066 -0.037 0.532 -0.454 0.443
H -0.53456 2.69721 2.46255 -0.424 0.140 0.251 0.430
H -1.03898 3.29560 -0.52907 -0.365 0.153 0.092 0.405
H -3.11946 -0.36244 1.60769 -0.281 0.340 0.174 0.369
H -1.59738 1.44979 3.22307 -0.096 0.413 -0.029 0.367
C -1.99880 2.78228 -0.38058 0.171 -0.078 -0.009 -1.064
H -4.09821 1.13178 1.17378 -0.625 -0.126 0.676 0.523
H -2.34279 2.36852 -1.33366 -0.061 0.117 0.303 0.273
H -3.51207 0.01023 -0.06752 -0.091 0.679 0.731 0.039
P 2.60049 -1.01931 -0.37358 -1.210 0.497 0.551 0.788
C 2.36420 -2.74290 -0.66128 0.307 -0.260 -0.168 -1.165
C 3.25241 -0.15914 -1.79524 0.268 -0.339 -0.102 -1.234
H 3.62352 0.34790 1.34053 0.236 -0.286 -0.127 0.418
H 4.65479 -0.94917 0.59600 0.404 0.173 0.672 0.438
H 3.39224 -1.34285 1.86103 0.261 0.092 -0.226 0.364
C 3.67792 -0.70295 1.01956 0.342 -0.220 -0.231 -1.226
H 3.18560 0.92880 -1.66460 0.299 -0.226 -0.031 0.412
H 4.28317 -0.51108 -1.80214 0.317 0.426 -0.707 0.448
H 3.38035 -3.07274 -0.88067 -0.128 -0.788 -0.137 0.448
H 1.68285 -2.88707 -1.50709 0.265 -0.098 0.077 0.389
H 2.68277 -0.44631 -2.68689 0.496 -0.044 0.157 0.307
H 1.95422 -3.21859 0.23636 0.234 0.016 -0.174 0.369
C -0.66863 -1.80954 0.07468 -0.663 -2.324 0.107 0.371
O -1.31640 -2.74158 -0.00953 1.444 1.141 0.708 -0.185
O -1.90895 -1.95577 -2.41489 -0.936 0.443 -0.582 -0.417
C -2.46592 -1.04999 -1.85489 -0.420 0.091 -0.104 -0.075
O -1.87911 -0.35270 -0.88939 1.836 1.383 -1.219 -0.316
H -3.53187 -0.63668 -2.00773 1.066 -1.068 -0.277 0.302

---

[6]
31
Properties=species:S:1:pos:R:3:forces:R:3:nbo_charge:R:1 method="wB97M-V/def2-TZVPD" gap_ev=8.973 de_lowest_kj_mol=0.0 charge=+1 fmax_ha_per_bohr=0.014 lumo_energy_ev=-3.56 smiles=C[C@@H]1N(C)[C@H](C)N(I)[C@@H](C)[N@H+]1C
C -1.76204 0.31574 1.72812 0.101 0.025 -0.232 -0.647
C -0.84302 0.23583 0.51928 -0.440 -0.225 0.049 0.145
N -0.38784 -1.10716 0.22816 -0.026 0.171 -0.121 -0.482
C -1.38532 -2.15438 0.38297 -0.111 0.046 0.025 -0.417
C 0.39028 -1.12494 -1.01271 0.069 -0.297 0.098 0.091
C 0.73970 -2.50596 -1.53935 -0.165 0.161 0.024 -0.640
N 1.60786 -0.36395 -0.77321 0.661 -0.222 -0.014 -0.553
I 2.84936 -1.27553 0.65308 -0.197 0.302 -0.297 0.311
C 1.35481 0.99493 -0.43551 0.485 0.273 -0.183 0.111
C 0.84947 1.82002 -1.61302 -0.088 -0.052 0.113 -0.654
N 0.41100 1.05287 0.77254 0.256 -0.281 0.086 -0.399
C 0.18498 2.42836 1.23638 -0.106 0.595 0.216 -0.427
H -1.28260 -0.09697 2.61228 0.055 -0.055 0.131 0.229
H -2.67099 -0.24436 1.53294 -0.028 -0.023 -0.015 0.255
H -2.06245 1.34064 1.91940 -0.021 0.067 0.027 0.233
H -1.34405 0.71035 -0.34446 0.167 -0.023 0.138 0.189
H -1.68536 -2.21781 1.42496 -0.081 -0.057 -0.023 0.217
H -2.26727 -1.99262 -0.24642 -0.098 -0.084 0.001 0.183
H -0.93724 -3.10566 0.12079 -0.027 -0.025 0.011 0.231
H -0.13839 -0.58762 -1.81928 0.051 0.000 0.112 0.195
H 1.11831 -3.15124 -0.75185 -0.003 -0.088 0.048 0.230
H 1.51412 -2.38939 -2.29355 0.015 0.010 -0.049 0.248
H -0.12273 -2.97319 -2.00516 -0.056 -0.083 -0.012 0.235
H 2.29764 1.44321 -0.10001 -0.262 -0.071 0.118 0.235
H -0.17784 1.60684 -1.89008 -0.078 0.012 -0.040 0.220
H 1.48111 1.59478 -2.46880 0.051 -0.024 0.019 0.267
H 0.94307 2.88070 -1.39964 -0.034 0.099 0.012 0.237
H 0.91771 0.52650 1.50166 -0.116 0.084 -0.101 0.448
H -0.53377 2.92754 0.58986 0.003 -0.063 -0.021 0.233
H -0.18363 2.43543 2.25891 0.000 -0.091 -0.060 0.241
H 1.12512 2.97703 1.21170 0.024 -0.080 -0.061 0.238

---

no.,calculated total energy (a.u.)
1,-788.875326
2,-2178.115494
3,-1285.188923
4,-1436.322753
5,-2529.573077
6,-777.925510